DFT (wB97M-V/def2-TZVPD) results for C4H16AgCl2N6O4 as an isolated structure at a distorted geometry.

The geometry in XYZ format:
```
33
C4H16AgCl2N6O4 | the OMol25 dataset | wB97M-V/def2-TZVPD
Ag 0.558 0.482 -1.197
Cl 1.586 -0.347 -3.523
Cl 0.851 2.953 -1.478
C 1.162 -2.756 -0.248
O 0.240 -1.773 -0.737
H 0.852 -3.069 0.754
H 1.105 -3.613 -0.917
H 2.168 -2.364 -0.167
H -0.578 -2.238 -0.925
C -1.230 0.580 1.763
O -0.528 0.950 0.828
N -1.286 1.320 2.919
N -2.017 -0.543 1.763
H -0.553 2.006 2.982
H -1.507 0.818 3.763
H -2.164 -1.070 0.927
H -2.557 -0.713 2.587
C 3.083 0.354 1.312
O 2.211 0.478 0.469
N 2.993 1.040 2.499
N 4.184 -0.441 1.203
H 3.819 1.181 3.050
H 2.239 1.692 2.585
H 4.883 -0.498 1.916
H 4.205 -1.153 0.496
C -2.562 0.599 -2.608
O -1.534 0.086 -2.157
N -3.800 0.533 -2.059
N -2.476 1.343 -3.753
H -3.869 0.111 -1.149
H -4.623 0.953 -2.434
H -1.601 1.334 -4.251
H -3.256 1.768 -4.214
```

Total energy = -50584.39172 eV
Spin multiplicity = 2
Gap between HOMO and LUMO (alpha / beta) = 8.211 / 6.316 eV
Energy relative to the best compared isomer or geometry (same formula, charge and spin) = 24.20 kcal/mol
HOMO (alpha / beta) = -8.059 / -7.830 eV
Net charge = 0
LUMO (alpha / beta) = 0.15 / -1.51 eV